The following is a DFT calculation (ωB97M-V/def2-TZVPD) of the molecule C7H12N2 at a distorted geometry.

The calculation puts the LUMO energy at 1.0 eV. The gap between HOMO and LUMO is 8.537 eV. As for the relative energy (zero: lowest compared OMol25 entry of this formula, charge and spin): 1.344 eV. The SMILES is CNc1c(C)ccn1C. As for the spin multiplicity: 1.

Each line ends with the natural charge from an NBO analysis.
CARTESIAN COORDINATES (ANGSTROEM)
C -1.163 1.774 0.513  -0.32
C -1.908 0.668 0.465  -0.04
C 0.153 1.456 -0.030  -0.12
C 0.174 0.113 -0.216  0.28
C 1.302 2.331 -0.173  -0.62
C -1.679 -1.694 -0.273  -0.41
C 1.543 -1.698 0.289  -0.40
N -1.194 -0.382 -0.011  -0.37
N 1.149 -0.763 -0.709  -0.63
H -1.716 2.605 0.873  0.22
H -2.889 0.602 0.869  0.20
H 2.249 1.687 0.081  0.21
H 1.268 2.673 -1.293  0.21
H 1.232 3.232 0.402  0.22
H -1.367 -2.443 0.537  0.18
H -2.794 -1.738 -0.403  0.22
H -1.154 -2.076 -1.163  0.22
H 2.268 -1.488 1.067  0.18
H 0.650 -1.969 0.711  0.19
H 1.944 -2.534 -0.349  0.19
H 1.931 -0.354 -1.188  0.38